Entry 1:
The following is a quantum chemistry calculation of CsF2NO4S2 as an isolated structure in a non-equilibrium geometry, from the OMol25 dataset.

Its spin multiplicity is 1. The energy above the lowest of the compared OMol25 structures with the same formula, charge and spin is 107.4 kJ/mol. As for the total charge: 0.

The geometry in XYZ format:
```
10
CsF2NO4S2 | the OMol25 dataset | the ωB97M-V functional and the def2-TZVPD basis
Cs 1.87 5.75 -0.49
N -0.89 10.09 0.07
S -0.71 10.66 1.49
O -0.51 12.08 1.56
O -0.04 9.82 2.46
F -2.26 10.50 1.94
S 0.76 9.95 -0.29
O 1.19 8.58 -0.32
O 1.74 10.92 0.10
F 0.54 10.32 -1.84
```

Entry 2:
The following is a quantum chemistry calculation of C19H29ClFI2N2O3S3 as an isolated structure in a non-equilibrium geometry, from the OMol25 dataset.

Its spin multiplicity is 1. As for the total charge: +1.

The geometry in XYZ format:
```
60
C19H29ClFI2N2O3S3 | the OMol25 dataset | the ωB97M-V functional and the def2-TZVPD basis
C 3.62 -1.28 2.41
C 3.01 -0.12 2.00
C 2.90 0.40 0.56
C 2.47 -0.67 -0.51
C 3.65 -1.67 -0.81
O 4.73 -1.33 -0.50
N 3.49 -2.95 -1.48
C 3.83 -4.07 -0.65
O 3.68 -5.15 -0.98
F 4.30 -3.85 0.60
N 2.25 0.20 -1.73
Cl 3.32 1.43 -2.29
C 1.20 0.05 -2.47
C 0.73 0.82 -3.69
C 0.35 2.31 -3.43
C -0.97 2.50 -2.63
I -2.68 2.70 -3.94
C 0.39 -1.13 -1.86
S 0.87 -2.49 -3.07
C -1.16 -1.09 -2.02
S -1.95 -2.61 -1.35
C -3.74 -2.49 -1.71
C -4.43 -1.72 -0.50
C 1.01 -1.24 -0.41
S 0.98 -2.92 0.38
I -0.31 -0.11 0.94
H 4.58 -1.35 2.96
H 3.14 -2.24 2.14
H 2.59 0.53 2.80
H 2.19 1.26 0.54
H 3.89 0.84 0.32
H 4.16 -3.01 -2.25
H -0.16 0.30 -4.09
H 1.50 0.77 -4.49
H 0.21 2.78 -4.42
H 1.13 2.90 -2.92
H -1.11 1.74 -1.84
H -0.90 3.47 -2.10
H 1.19 -1.81 -4.22
H -1.64 -0.16 -1.66
H -1.36 -1.13 -3.12
H -4.11 -3.54 -1.69
H -3.99 -2.04 -2.68
H -4.59 -2.42 0.34
H -5.35 -1.22 -0.84
H -3.67 -1.01 -0.13
H -0.15 -2.86 1.14
C -1.38 2.90 4.85
C -2.82 3.38 4.80
C -3.26 2.92 3.42
O -2.51 1.73 3.13
C -1.46 1.59 4.09
H -0.98 2.79 5.86
H -0.74 3.61 4.31
H -3.40 2.87 5.57
H -2.93 4.45 4.95
H -3.02 3.66 2.66
H -4.33 2.70 3.37
H -1.72 0.76 4.76
H -0.53 1.34 3.59
```

Entry 3:
The following is a quantum chemistry calculation of the molecule C17H15N3OS2 in a non-equilibrium geometry, from the OMol25 dataset.

Its spin multiplicity is 1. As for the total charge: 0.

The geometry in XYZ format:
```
38
C17H15N3OS2 | the OMol25 dataset | the ωB97M-V functional and the def2-TZVPD basis
C 7.96 2.06 1.17
C 6.55 1.81 0.74
C 5.61 2.84 0.71
C 4.30 2.60 0.33
C 3.92 1.32 -0.02
S 2.23 1.04 -0.54
C 1.74 -0.24 0.70
C 0.47 -0.85 0.29
N 0.38 -2.02 -0.25
N -0.86 -2.38 -0.57
C -1.73 -1.47 -0.27
N -3.07 -1.62 -0.50
C -3.98 -0.64 -0.18
O -3.62 0.39 0.34
C -5.39 -0.94 -0.51
C -5.90 -2.24 -0.60
C -7.23 -2.44 -0.90
C -8.07 -1.36 -1.13
C -7.57 -0.07 -1.03
C -6.24 0.14 -0.72
S -1.08 -0.04 0.47
C 4.84 0.28 -0.01
C 6.14 0.53 0.38
H 8.66 1.51 0.55
H 8.20 3.12 1.12
H 8.09 1.74 2.21
H 5.91 3.84 0.98
H 3.58 3.40 0.30
H 1.65 0.27 1.66
H 2.52 -1.00 0.74
H -3.35 -2.47 -0.98
H -5.27 -3.09 -0.39
H -7.62 -3.44 -0.96
H -9.11 -1.52 -1.37
H -8.22 0.78 -1.20
H -5.84 1.14 -0.63
H 4.55 -0.71 -0.32
H 6.86 -0.28 0.39
```

Q: Which electronic energy values were calculated for the entries above? A: -37332.442, -93229.906, -46060.960, in eV.